# 1
128
Properties=species:S:1:pos:R:3 method="wB97M-V/def2-TZVPD" spin_multiplicity=1 lumo_ev=0.4 largest_force_ev_per_a=3.1 orbital_gap_ev=8.7121 smiles="C/C(Cl)=C(/Cl)[C@H](N)COCB(O)N(C)C.CNC(C)=O.CNC(C)=O.CNC(C)=O.CNC(C)=O.CNC(C)=O.CNC(C)=O.CNC(C)=O.CNC(C)=O"
C 0.008 2.638 1.775
C -0.739 3.038 0.422
Cl -0.889 4.841 0.118
C -1.280 2.107 -0.473
Cl -2.162 2.658 -1.986
C -1.164 0.538 -0.206
N -0.219 -0.061 -1.211
C -2.605 -0.166 -0.264
O -3.627 0.643 0.394
C -4.834 -0.160 0.290
B -6.213 0.659 0.535
O -7.016 0.266 1.689
N -6.765 1.731 -0.321
C -5.707 2.549 -0.986
C -7.537 2.677 0.566
H 0.979 2.101 1.507
H -0.629 1.917 2.390
H 0.191 3.557 2.410
H -0.734 0.283 0.812
H -0.590 -0.987 -1.441
H 0.716 -0.103 -0.786
H -2.870 -0.377 -1.345
H -2.526 -1.132 0.356
H -4.916 -0.741 -0.695
H -4.757 -0.966 1.108
H -6.702 0.724 2.491
H -6.203 3.469 -1.466
H -4.908 2.950 -0.287
H -5.191 2.008 -1.858
H -6.924 3.029 1.459
H -8.517 2.201 0.891
H -7.821 3.611 -0.024
C -6.021 6.041 -3.794
C -6.964 5.926 -2.626
O -6.685 5.274 -1.628
N -8.157 6.574 -2.704
C -8.664 7.387 -3.790
H -5.115 5.472 -3.584
H -6.485 5.632 -4.693
H -5.744 7.085 -3.952
H -8.735 6.451 -1.886
H -8.864 8.389 -3.406
H -9.600 6.947 -4.142
H -7.963 7.452 -4.618
C 4.005 -1.496 0.892
C 2.739 -2.166 0.432
O 1.888 -1.572 -0.225
N 2.555 -3.466 0.766
C 3.438 -4.326 1.526
H 4.011 -0.460 0.551
H 4.058 -1.501 1.983
H 4.873 -2.006 0.469
H 1.686 -3.850 0.425
H 3.706 -5.179 0.903
H 2.896 -4.681 2.406
H 4.342 -3.813 1.841
C -8.530 -1.368 -0.748
C -9.829 -1.985 -1.193
O -10.658 -1.361 -1.841
N -10.069 -3.281 -0.850
C -9.221 -4.177 -0.093
H -8.481 -0.336 -1.094
H -8.467 -1.370 0.342
H -7.688 -1.917 -1.178
H -10.958 -3.626 -1.181
H -8.997 -5.047 -0.715
H -9.770 -4.505 0.793
H -8.292 -3.703 0.213
C -8.066 3.174 5.752
C -6.843 3.439 4.915
O -6.239 2.540 4.344
N -6.413 4.723 4.804
C -6.985 5.913 5.398
H -8.284 2.106 5.745
H -7.889 3.483 6.784
H -8.925 3.706 5.340
H -5.589 4.823 4.228
H -7.256 6.602 4.596
H -6.227 6.382 6.029
H -7.866 5.692 5.996
C 7.568 -5.394 -1.288
C 6.666 -4.239 -0.959
O 5.671 -4.365 -0.248
N 6.981 -3.022 -1.478
C 8.100 -2.678 -2.328
H 7.193 -6.297 -0.807
H 7.586 -5.560 -2.368
H 8.577 -5.199 -0.917
H 6.333 -2.292 -1.217
H 8.693 -1.911 -1.824
H 7.710 -2.270 -3.263
H 8.731 -3.538 -2.544
C 12.702 -5.569 0.629
C 11.438 -6.253 0.181
O 10.580 -5.671 -0.471
N 11.264 -7.557 0.521
C 12.154 -8.410 1.281
H 12.697 -4.536 0.283
H 12.762 -5.568 1.719
H 13.573 -6.072 0.203
H 10.394 -7.947 0.186
H 12.424 -9.266 0.659
H 11.619 -8.766 2.164
H 13.057 -7.890 1.591
C -0.578 7.509 2.508
C -0.678 8.160 3.862
O -1.522 9.009 4.115
N 0.210 7.776 4.820
C 1.271 6.797 4.714
H -1.348 7.915 1.853
H 0.398 7.716 2.064
H -0.733 6.433 2.597
H 0.082 8.254 5.700
H 1.097 6.019 5.461
H 2.220 7.293 4.931
H 1.318 6.346 3.726
C 10.278 -7.209 -5.474
C 9.373 -6.052 -5.145
O 8.384 -6.182 -4.437
N 9.685 -4.832 -5.661
C 10.803 -4.480 -6.511
H 9.900 -8.111 -4.993
H 10.297 -7.376 -6.553
H 11.286 -7.015 -5.103
H 9.035 -4.107 -5.397
H 11.392 -3.712 -6.005
H 10.410 -4.070 -7.444
H 11.438 -5.335 -6.732

***

# 2
11
Properties=species:S:1:pos:R:3 method="wB97M-V/def2-TZVPD" spin_multiplicity=1 de_lowest_kj_mol=51.4 lumo_ev=0.9 largest_force_ev_per_a=0.9 orbital_gap_ev=10.8152 smiles=Cn1cncn1
C 1.003 -1.141 0.603
N 0.028 -0.183 0.057
C -1.068 0.437 0.546
N -1.510 1.359 -0.303
C -0.602 1.257 -1.313
N 0.335 0.352 -1.137
H 1.195 -1.948 -0.113
H 1.960 -0.637 0.777
H 0.668 -1.584 1.543
H -1.399 0.227 1.552
H -0.610 1.861 -2.211